# 1
66
Properties=species:S:1:pos:R:3 method="wB97M-V/def2-TZVPD" homo_energy_ev="2.31 / 2.19" spin_multiplicity=2 fmax_ev_per_a=2.00 total_charge=-2 s_squared=0.779 lumo_ev="4.3008 / 4.2969" de_lowest_kj_mol=344.48 homo_lumo_gap_ev="1.99 / 2.10"
Ti -0.17 -0.66 1.15
S -1.68 -2.71 0.05
C -0.10 -2.99 -0.40
N 0.84 -2.10 -0.22
C 2.10 -2.52 -0.58
C 3.27 -1.77 -0.50
C 4.46 -2.34 -0.91
C 4.51 -3.64 -1.40
C 3.35 -4.40 -1.50
C 2.16 -3.84 -1.09
S 0.54 -4.53 -1.07
H 3.20 -0.76 -0.11
H 5.38 -1.76 -0.85
H 5.46 -4.06 -1.72
H 3.38 -5.41 -1.88
C -3.95 3.56 1.11
C -4.28 2.22 0.90
C -3.39 1.38 0.25
C -2.16 1.86 -0.21
C -1.83 3.20 0.02
C -2.72 4.03 0.68
P -0.98 0.70 -1.02
C -1.78 0.38 -2.63
C -2.62 1.29 -3.26
C -3.17 1.01 -4.50
C -2.89 -0.19 -5.14
C -2.05 -1.10 -4.52
C -1.50 -0.82 -3.27
C 0.45 1.67 -1.45
C 0.64 2.38 -2.63
C 1.76 3.18 -2.78
C 2.69 3.32 -1.77
C 2.54 2.62 -0.56
C 3.45 2.73 0.50
C 3.25 2.03 1.69
C 2.16 1.19 1.84
C 1.20 1.00 0.80
C 1.39 1.74 -0.39
H -4.64 4.21 1.63
H -5.22 1.83 1.26
H -3.63 0.32 0.12
H -0.87 3.56 -0.31
H -2.45 5.07 0.86
H -2.84 2.23 -2.76
H -3.82 1.73 -4.98
H -3.31 -0.41 -6.11
H -1.83 -2.05 -5.00
H -0.87 -1.55 -2.77
H -0.08 2.30 -3.42
H 1.91 3.72 -3.70
H 3.55 3.96 -1.90
H 4.31 3.38 0.37
H 3.96 2.13 2.50
H 2.06 0.65 2.77
O 0.43 -1.99 2.58
N -0.19 -2.13 3.74
C 0.01 -3.26 4.42
C -0.54 -3.46 5.66
C -1.34 -2.46 6.23
C -1.54 -1.32 5.52
C -1.00 -1.13 4.25
S -1.31 0.24 3.27
H 0.63 -3.97 3.89
H -0.36 -4.39 6.17
H -1.78 -2.59 7.21
H -2.16 -0.52 5.91

---

# 2
66
Properties=species:S:1:pos:R:3 method="wB97M-V/def2-TZVPD" homo_energy_ev="-12.33 / -13.93" spin_multiplicity=4 fmax_ev_per_a=5.31 total_charge=+2 s_squared=3.858 lumo_ev="-5.5977 / -7.6530" homo_lumo_gap_ev="6.73 / 6.28"
C 2.82 1.95 2.29
S 1.20 1.90 1.49
C 0.66 3.64 1.50
C 1.64 1.59 -0.12
C 1.29 0.36 -0.72
C 1.34 0.21 -2.14
C 1.20 -1.04 -2.70
C 1.03 -2.18 -1.88
C 1.02 -3.50 -2.46
N 1.04 -4.57 -2.93
C 0.84 -2.02 -0.50
C 0.95 -0.77 0.09
H 3.22 0.93 2.33
H 3.45 2.58 1.65
H 2.69 2.39 3.29
H -0.40 3.62 1.21
H 0.80 4.01 2.52
H 1.27 4.19 0.77
H 2.08 2.43 -0.67
H 1.49 1.11 -2.75
H 1.20 -1.18 -3.78
H 0.57 -2.89 0.11
H 0.82 -0.66 1.17
O 11.50 -1.73 3.47
C 10.34 -1.85 3.51
Cr 8.45 -1.67 3.73
C 8.75 0.07 3.07
O 9.07 1.15 2.77
C 8.99 -0.91 5.40
O 9.48 -0.35 6.29
C 7.72 -3.66 4.19
C 8.13 -3.58 2.85
C 7.60 -2.59 2.02
C 6.56 -1.74 2.46
C 5.93 -0.73 1.63
C 5.69 0.31 1.01
C 5.60 1.48 0.24
C 5.70 2.75 0.99
C 5.60 2.71 2.41
C 5.66 3.85 3.22
C 5.92 5.08 2.62
C 6.13 5.14 1.24
C 5.94 4.02 0.43
C 5.87 1.30 -1.20
C 5.73 0.01 -1.76
C 6.03 -0.28 -3.08
C 6.46 0.75 -3.93
C 6.66 2.03 -3.40
C 6.42 2.28 -2.05
C 6.33 -1.71 3.85
C 6.82 -2.71 4.70
H 8.15 -4.41 4.85
H 8.86 -4.30 2.46
H 7.98 -2.48 1.00
H 5.44 1.76 2.89
H 5.51 3.76 4.30
H 5.99 5.97 3.23
H 6.44 6.08 0.77
H 6.01 4.16 -0.64
H 5.43 -0.80 -1.11
H 5.95 -1.31 -3.47
H 6.67 0.55 -4.98
H 7.05 2.83 -4.03
H 6.75 3.23 -1.67
H 5.71 -0.91 4.25
H 6.51 -2.73 5.74

---

# 3
73
Properties=species:S:1:pos:R:3 method="wB97M-V/def2-TZVPD" homo_energy_ev=-5.21 spin_multiplicity=1 fmax_ev_per_a=0.17 total_charge=-1 lumo_ev=1.6548 de_lowest_kj_mol=56.94 homo_lumo_gap_ev=6.87
Pt -0.40 0.87 2.68
I 1.83 2.55 5.11
C 0.65 2.50 3.28
H 1.35 2.80 2.50
H -0.03 3.32 3.49
O 2.32 1.92 0.24
P 2.67 0.85 -0.73
C 4.07 -0.16 -0.20
C 4.27 -0.29 1.17
C 5.32 -1.07 1.65
C 6.16 -1.72 0.76
C 5.97 -1.59 -0.61
C 4.93 -0.81 -1.09
C 3.19 1.54 -2.33
C 2.96 0.91 -3.55
C 3.42 1.49 -4.73
C 4.10 2.70 -4.69
C 4.31 3.34 -3.47
C 3.86 2.76 -2.30
C 1.32 -0.28 -1.11
C 0.02 0.22 -1.02
C -1.06 -0.57 -1.36
C -0.85 -1.88 -1.79
C 0.43 -2.39 -1.86
C 1.52 -1.60 -1.52
H 3.61 0.22 1.86
H 5.46 -1.18 2.71
H 6.97 -2.33 1.13
H 6.63 -2.09 -1.31
H 4.79 -0.69 -2.16
H 2.42 -0.02 -3.59
H 3.23 1.01 -5.68
H 4.45 3.16 -5.61
H 4.83 4.29 -3.44
H 4.01 3.25 -1.34
H -0.13 1.23 -0.64
H -2.07 -0.18 -1.26
H -1.70 -2.51 -2.03
H 0.59 -3.42 -2.16
H 2.52 -2.01 -1.56
F 1.33 -1.23 1.94
C 0.99 -0.52 3.08
F 2.20 -0.15 3.60
F 0.55 -1.49 3.94
O -3.48 -0.16 1.15
C -2.59 -0.99 1.39
O -1.48 -0.82 1.95
C -2.81 -2.43 0.93
C -3.97 -2.77 0.25
C -4.15 -4.06 -0.22
C -3.15 -4.99 0.00
C -1.98 -4.68 0.69
C -1.82 -3.38 1.16
N -3.33 -6.36 -0.50
O -2.44 -7.17 -0.30
O -4.36 -6.62 -1.10
H -4.71 -2.01 0.09
H -5.04 -4.35 -0.76
H -1.23 -5.44 0.84
H -0.92 -3.08 1.68
N -1.91 2.15 2.17
C -2.87 2.70 1.89
C -4.12 3.32 1.54
C -5.14 2.51 1.03
C -6.35 3.09 0.70
C -6.55 4.45 0.88
C -5.53 5.25 1.38
C -4.31 4.69 1.71
H -4.95 1.45 0.92
H -7.15 2.47 0.31
H -7.50 4.90 0.61
H -5.68 6.31 1.51
H -3.50 5.29 2.11

---

# 4
70
Properties=species:S:1:pos:R:3 method="wB97M-V/def2-TZVPD" homo_energy_ev="-16.69 / -16.69" spin_multiplicity=2 fmax_ev_per_a=4.40 total_charge=+3 s_squared=0.759 lumo_ev="-9.6464 / -9.6622" homo_lumo_gap_ev="7.04 / 7.02"
Ir 0.54 -0.26 -0.35
O -0.87 4.92 5.58
C -1.92 4.86 5.13
O -2.94 4.76 4.63
C -0.72 3.54 2.78
C 0.54 3.04 2.81
C 0.81 2.00 1.91
N -0.14 1.57 1.06
C -1.40 2.04 1.11
C -1.74 3.07 2.01
C -2.41 1.48 0.22
C -3.73 1.28 0.63
C -4.68 0.78 -0.25
C -4.30 0.49 -1.56
C -3.00 0.66 -1.94
N -2.06 1.14 -1.07
C 2.10 1.29 1.89
C 3.20 1.69 2.66
C 4.32 0.88 2.72
C 4.32 -0.33 2.03
C 3.22 -0.64 1.25
N 2.15 0.15 1.18
H 1.28 3.43 3.49
H -2.73 3.51 2.04
H -4.00 1.51 1.64
H -5.70 0.65 0.06
H -5.02 0.14 -2.29
H -2.64 0.45 -2.94
H 3.18 2.62 3.20
H 5.17 1.17 3.32
H 5.15 -1.01 2.09
H 3.18 -1.56 0.68
C 2.98 1.77 -1.48
C 2.74 0.73 -2.52
C 3.37 0.84 -3.76
C 3.07 -0.07 -4.76
C 2.18 -1.10 -4.49
C 1.63 -1.19 -3.21
N 1.91 -0.27 -2.27
C 0.67 -2.24 -2.85
C 0.36 -3.31 -3.69
C -0.62 -4.21 -3.30
C -1.27 -4.03 -2.08
C -0.90 -2.95 -1.28
N 0.05 -2.09 -1.67
C -1.45 -2.74 0.06
C -2.58 -3.41 0.51
C -2.93 -3.32 1.85
C -2.14 -2.56 2.69
C -1.07 -1.83 2.17
C -0.26 -0.99 3.09
N -0.77 -1.90 0.87
H 3.06 2.75 -1.93
H 3.93 1.56 -0.97
H 2.17 1.79 -0.75
H 4.07 1.64 -3.94
H 3.51 0.03 -5.74
H 1.93 -1.80 -5.26
H 0.87 -3.46 -4.62
H -0.89 -5.04 -3.94
H -2.02 -4.73 -1.76
H -3.18 -4.00 -0.16
H -3.79 -3.85 2.24
H -2.34 -2.52 3.76
H -0.05 -1.55 4.00
H -0.82 -0.10 3.38
H 0.68 -0.71 2.63
N -0.10 1.82 -2.28
C -0.73 1.13 -1.47
H -0.45 2.62 -2.80

---

Copy entry 3 word for word.
73
Properties=species:S:1:pos:R:3 method="wB97M-V/def2-TZVPD" homo_energy_ev=-5.21 spin_multiplicity=1 fmax_ev_per_a=0.17 total_charge=-1 lumo_ev=1.6548 de_lowest_kj_mol=56.94 homo_lumo_gap_ev=6.87
Pt -0.40 0.87 2.68
I 1.83 2.55 5.11
C 0.65 2.50 3.28
H 1.35 2.80 2.50
H -0.03 3.32 3.49
O 2.32 1.92 0.24
P 2.67 0.85 -0.73
C 4.07 -0.16 -0.20
C 4.27 -0.29 1.17
C 5.32 -1.07 1.65
C 6.16 -1.72 0.76
C 5.97 -1.59 -0.61
C 4.93 -0.81 -1.09
C 3.19 1.54 -2.33
C 2.96 0.91 -3.55
C 3.42 1.49 -4.73
C 4.10 2.70 -4.69
C 4.31 3.34 -3.47
C 3.86 2.76 -2.30
C 1.32 -0.28 -1.11
C 0.02 0.22 -1.02
C -1.06 -0.57 -1.36
C -0.85 -1.88 -1.79
C 0.43 -2.39 -1.86
C 1.52 -1.60 -1.52
H 3.61 0.22 1.86
H 5.46 -1.18 2.71
H 6.97 -2.33 1.13
H 6.63 -2.09 -1.31
H 4.79 -0.69 -2.16
H 2.42 -0.02 -3.59
H 3.23 1.01 -5.68
H 4.45 3.16 -5.61
H 4.83 4.29 -3.44
H 4.01 3.25 -1.34
H -0.13 1.23 -0.64
H -2.07 -0.18 -1.26
H -1.70 -2.51 -2.03
H 0.59 -3.42 -2.16
H 2.52 -2.01 -1.56
F 1.33 -1.23 1.94
C 0.99 -0.52 3.08
F 2.20 -0.15 3.60
F 0.55 -1.49 3.94
O -3.48 -0.16 1.15
C -2.59 -0.99 1.39
O -1.48 -0.82 1.95
C -2.81 -2.43 0.93
C -3.97 -2.77 0.25
C -4.15 -4.06 -0.22
C -3.15 -4.99 0.00
C -1.98 -4.68 0.69
C -1.82 -3.38 1.16
N -3.33 -6.36 -0.50
O -2.44 -7.17 -0.30
O -4.36 -6.62 -1.10
H -4.71 -2.01 0.09
H -5.04 -4.35 -0.76
H -1.23 -5.44 0.84
H -0.92 -3.08 1.68
N -1.91 2.15 2.17
C -2.87 2.70 1.89
C -4.12 3.32 1.54
C -5.14 2.51 1.03
C -6.35 3.09 0.70
C -6.55 4.45 0.88
C -5.53 5.25 1.38
C -4.31 4.69 1.71
H -4.95 1.45 0.92
H -7.15 2.47 0.31
H -7.50 4.90 0.61
H -5.68 6.31 1.51
H -3.50 5.29 2.11